P | DFT (ωB97M-V/def2-TZVPD) results for C2H5NOS2 in the gas phase.

Bonds (Å) are listed after each position.
Positions of all 11 atoms, in Å:
1 C 0.623 -0.570 0.630  C2 1.544, H4 1.125, H5 1.113, S10 1.842
2 C -0.737 -0.325 -0.057  C1 1.544, N8 1.318, S11 1.655
3 H 1.755 -2.033 -0.989  S10 1.387
4 H 0.884 0.274 1.327  C1 1.125
5 H 0.544 -1.450 1.307  C1 1.113
6 H -1.551 0.966 -1.241  N8 0.996
7 H -0.533 2.541 0.398  O9 0.981
8 N -1.016 0.915 -0.403  C2 1.318, H6 0.996, O9 1.355
9 O -0.133 1.932 -0.258  H7 0.981, N8 1.355
10 S 2.101 -0.804 -0.445  C1 1.842, H3 1.387
11 S -1.935 -1.446 -0.269  C2 1.655

Net charge ... 0
HOMO ... -8.653 eV
E_LUMO ... 0.29 eV
Molecular weight ... 123.20 g mol⁻¹

=====

Q | DFT (ωB97M-V/def2-TZVPD) results for C2H5NOS2 in the gas phase.

Bonds (Å) are listed after each position.
Positions of all 11 atoms, in Å:
1 C 2.648 -0.493 0.003  H3 1.108, H4 1.115, H5 1.105, S10 1.788
2 C 0.213 0.792 -0.046  N8 1.368, O9 1.205, S10 1.776
3 H 3.166 -1.075 0.792  C1 1.108
4 H 2.978 -0.682 -1.045  C1 1.115
5 H 2.695 0.587 0.233  C1 1.105
6 H -1.534 1.745 -0.139  N8 1.014
7 H -2.289 -0.785 1.292  S11 1.370
8 N -1.154 0.807 -0.087  C2 1.368, H6 1.014, S11 1.683
9 O 0.873 1.791 0.095  C2 1.205
10 S 0.896 -0.847 -0.019  C1 1.788, C2 1.776
11 S -2.213 -0.500 -0.046  H7 1.370, N8 1.683

Net charge ... 0
HOMO ... -9.363 eV
E_LUMO ... 0.60 eV
Molecular weight ... 123.20 g mol⁻¹

=====

Q ends up most stable, edging out the next structure by 0.0741 hartree.

=====

P | DFT (ωB97M-V/def2-TZVPD) results for 2 unconnected molecules or ions with the total composition C4H10NO.

Bonds (Å) are listed after each position.
Positions of all 16 atoms, in Å:
1 C -1.770 -1.115 -0.803  C2 1.506, H6 1.141, H7 1.112, H8 1.077
2 C -0.520 -0.284 -0.678  C1 1.506, C3 1.374, N5 1.422
3 C 0.751 -0.647 -1.054  C2 1.374, H9 1.108, H10 1.102
4 C -1.688 1.734 0.031  N5 1.311, H11 1.092, H12 1.100
5 N -0.641 0.946 0.023  C2 1.422, C4 1.311, H13 1.035
6 H -1.637 -1.616 0.214  C1 1.141
7 H -2.772 -0.651 -0.667  C1 1.112
8 H -1.797 -1.847 -1.592  C1 1.077
9 H 1.667 -0.038 -0.922  C3 1.108
10 H 0.954 -1.709 -1.265  C3 1.102
11 H -1.795 2.660 0.600  C4 1.092
12 H -2.124 1.698 -0.978  C4 1.100
13 H 0.145 1.264 0.617  N5 1.035
14 H 2.823 -1.240 2.189  O16 0.968
15 H 3.911 -0.537 1.469  O16 0.968
16 O 3.063 -0.349 1.896  H14 0.968, H15 0.968

Net charge ... +2
HOMO (alpha / beta) ... -18.357 / -18.101 eV
E_LUMO (alpha / beta) ... -11.69 / -13.90 eV
<S²> ... 0.76
Multiplicity ... 2
Molecular weight ... 88.13 g mol⁻¹

=====

Q | DFT (ωB97M-V/def2-TZVPD) results for 2 unconnected molecules or ions with the total composition C4H10NO.

Bonds (Å) are listed after each position.
Positions of all 16 atoms, in Å:
1 C 1.286 -0.975 0.190  C2 1.468, H6 1.134, H7 1.100, H8 1.111
2 C -0.167 -0.797 0.081  C1 1.468, C3 1.357, N5 1.373
3 C -0.996 -1.231 -0.902  C2 1.357, H9 1.138, H10 1.125
4 C -0.444 0.614 2.046  N5 1.314, H11 1.110, H12 1.039
5 N -0.608 0.298 0.781  C2 1.373, C4 1.314, H13 1.054
6 H 1.493 -0.922 1.304  C1 1.134
7 H 1.588 -0.175 -0.501  C1 1.100
8 H 1.643 -1.956 -0.190  C1 1.111
9 H -1.889 -0.732 -1.399  C3 1.138
10 H -0.650 -2.072 -1.565  C3 1.125
11 H -0.965 1.431 2.587  C4 1.110
12 H 0.358 0.148 2.514  C4 1.039
13 H -1.412 0.709 0.236  N5 1.054
14 H 1.438 1.372 -1.427  O16 0.977
15 H 0.462 2.413 -1.751  O16 0.911
16 O 0.515 1.504 -1.720  H14 0.977, H15 0.911

Net charge ... +2
HOMO (alpha / beta) ... -20.012 / -20.001 eV
E_LUMO (alpha / beta) ... -11.50 / -13.97 eV
<S²> ... 0.75
Multiplicity ... 2
Molecular weight ... 88.13 g mol⁻¹

=====

P ends up most stable, edging out the next structure by 0.0060 hartree.

=====

P | DFT (ωB97M-V/def2-TZVPD) results for 2 unconnected molecules or ions with the total composition C3H5NS3.

Bonds (Å) are listed after each position.
Positions of all 12 atoms, in Å:
1 C 0.356 -1.338 1.001  N4 1.220, S5 1.568
2 C 0.954 0.951 -0.057  C3 1.456, N4 1.434, H8 1.121, H9 1.088
3 C -0.472 0.880 0.230  C2 1.456, N4 1.407, H10 1.083, H11 1.107
4 N 0.366 -0.201 0.560  C1 1.220, C2 1.434, C3 1.407
5 S 0.877 -2.671 1.643  C1 1.568
6 S -1.842 -3.195 2.256  S7 1.949, H12 1.318
7 S -2.374 -1.957 0.848  S6 1.949
8 H 1.106 0.643 -1.124  C2 1.121
9 H 1.614 1.670 0.423  C2 1.088
10 H -0.883 1.456 1.050  C3 1.083
11 H -1.255 0.643 -0.515  C3 1.107
12 H -1.539 -4.342 1.683  S6 1.318

Net charge ... 0
HOMO (alpha / beta) ... -7.285 / -7.284 eV
E_LUMO (alpha / beta) ... -0.29 / -0.29 eV
Molecular weight ... 151.28 g mol⁻¹

=====

Q | DFT (ωB97M-V/def2-TZVPD) results for C3H5NS3 in the gas phase.

Bonds (Å) are listed after each position.
Positions of all 12 atoms, in Å:
1 C 0.173 1.930 0.538  H4 1.129, H5 1.074, H6 1.026, S10 1.845
2 C -1.280 -1.237 -0.410  H7 1.095, N9 1.377, S11 1.618
3 C 0.971 -1.361 -0.168  H8 1.143, N9 1.331, S12 1.640
4 H -0.753 1.957 1.183  C1 1.129
5 H 0.492 2.890 0.175  C1 1.074
6 H 1.051 1.723 1.028  C1 1.026
7 H -1.035 -2.303 -0.451  C2 1.095
8 H 0.643 -2.441 0.011  C3 1.143
9 N -0.058 -0.626 -0.581  C2 1.377, C3 1.331, S10 1.728
10 S 0.020 1.030 -1.066  C1 1.845, N9 1.728
11 S -2.766 -0.678 -0.098  C2 1.618
12 S 2.540 -0.884 -0.159  C3 1.640

Net charge ... 0
HOMO ... -8.721 eV
E_LUMO ... -0.72 eV
Molecular weight ... 151.28 g mol⁻¹

=====

Q ends up most stable, edging out the next structure by 0.0774 hartree.

=====

P | DFT (ωB97M-V/def2-TZVPD) results for 6 unconnected molecules or ions with the total composition CH11O7.

Bonds (Å) are listed after each position.
Positions of all 19 atoms, in Å:
1 O 0.643 -1.314 -1.078  C2 1.329
2 C 0.399 -1.264 0.227  O1 1.329, O3 1.383, H4 1.092, H18 1.148
3 O 1.372 -0.729 1.051  C2 1.383, H15 1.015
4 H 0.171 -2.245 0.649  C2 1.092
5 H -0.323 -0.126 -1.789  O7 0.986
6 H -1.217 0.996 -1.177  O7 0.981
7 O -0.863 0.662 -2.029  H5 0.986, H6 0.981
8 H -0.718 1.271 0.787  O10 0.985
9 H -1.717 0.040 0.616  O10 1.000
10 O -1.503 0.958 0.281  H8 0.985, H9 1.000
11 H 1.792 1.256 -1.628  O13 0.963
12 H 1.793 -0.257 -1.286  O13 1.005
13 O 2.396 0.516 -1.507  H11 0.963, H12 1.005
14 H 1.029 2.339 1.987  O16 0.961
15 H 1.250 0.269 1.188  O3 1.015
16 O 0.717 1.723 1.319  H14 0.961
17 H -2.659 -2.059 1.205  O19 0.961
18 H -0.519 -0.593 0.382  C2 1.148
19 O -2.042 -1.443 0.801  H17 0.961

Net charge ... -1
HOMO ... -5.947 eV
E_LUMO ... -0.85 eV
Molecular weight ... 135.09 g mol⁻¹

=====

Q | DFT (ωB97M-V/def2-TZVPD) results for 6 unconnected molecules or ions with the total composition CH11O7.

Bonds (Å) are listed after each position.
Positions of all 19 atoms, in Å:
1 O 2.047 0.537 -0.283  C2 1.251
2 C 0.978 0.779 0.319  O1 1.251, O3 1.319, H4 1.059
3 O -0.160 0.276 -0.118  C2 1.319
4 H 1.103 1.416 1.155  C2 1.059
5 H -0.037 -2.677 0.817  O7 0.894
6 H -0.041 -2.073 -0.539  O7 0.929
7 O -0.464 -2.672 0.031  H5 0.894, H6 0.929
8 H -2.433 1.467 -1.203  O10 0.968
9 H -1.015 1.591 -2.046  O10 0.946
10 O -1.824 1.983 -1.749  H8 0.968, H9 0.946
11 H 2.318 -1.716 -1.251  O13 0.976
12 H 1.466 -0.526 -1.581  O13 1.041
13 O 1.753 -1.436 -1.997  H11 0.976, H12 1.041
14 H -0.620 -1.245 1.528  O16 0.934
15 H -0.409 -0.400 2.897  O16 0.938
16 O -0.353 -1.207 2.422  H14 0.934, H15 0.938
17 H -1.028 1.270 0.698  O19 1.007
18 H -1.512 2.787 0.718  O19 1.027
19 O -1.457 1.947 1.307  H17 1.007, H18 1.027

Net charge ... -1
HOMO ... -5.824 eV
E_LUMO ... 3.69 eV
Molecular weight ... 135.09 g mol⁻¹

=====

Q ends up most stable, edging out the next structure by 0.2711 hartree.

=====

P | DFT (ωB97M-V/def2-TZVPD) results for 2 unconnected molecules or ions with the total composition C2H2BrO2S.

Bonds (Å) are listed after each position.
Positions of all 8 atoms, in Å:
1 C -0.383 1.268 -0.214  C2 1.541, O3 1.219, O4 1.189
2 C -0.423 -0.216 0.198  C1 1.541, Br6 1.818, H7 1.120
3 O 0.212 1.752 -1.161  C1 1.219
4 O -1.155 1.686 0.588  C1 1.189
5 S 1.579 -2.062 -0.314  H8 1.398
6 Br -1.919 -1.211 -0.080  C2 1.818
7 H -0.326 -0.276 1.312  C2 1.120
8 H 2.415 -0.942 -0.327  S5 1.398

Net charge ... -1
HOMO ... -4.495 eV
E_LUMO ... 2.86 eV
Molecular weight ... 170.01 g mol⁻¹

=====

Q | DFT (ωB97M-V/def2-TZVPD) results for a gas-phase ion, C2H2BrO2S (charge -1).

Bonds (Å) are listed after each position.
Positions of all 8 atoms, in Å:
1 C -0.396 -0.796 -0.577  C2 1.556, O3 1.312, O4 1.157
2 C 0.497 0.384 -0.095  C1 1.556, S5 1.771, Br6 2.009, H7 1.278
3 O -1.224 -1.061 0.405  C1 1.312
4 O -0.195 -1.297 -1.600  C1 1.157
5 S 0.597 0.486 1.671  C2 1.771, H8 1.524
6 Br -0.235 2.053 -0.941  C2 2.009
7 H 1.698 0.473 -0.520  C2 1.278
8 H -0.742 -0.243 1.658  S5 1.524

Net charge ... -1
HOMO ... -4.611 eV
E_LUMO ... 3.45 eV
Molecular weight ... 170.01 g mol⁻¹

=====

Q ends up most stable, edging out the next structure by 0.0653 hartree.